# 1
{
  "formula": "C20H25N3O4S",
  "method": "ωB97M-V with the def2-TZVPD basis set",
  "relative_energy_ev": 2.696,
  "e_homo_ev": -8.58,
  "smiles": "COCC(=O)N1CCC(Oc2ccc(C(=O)N(C)Cc3nccs3)cc2)CC1",
  "e_lumo_ev": 0.4,
  "gap_ev": 8.962,
  "symbols": ["C", "O", "C", "C", "O", "N", "C", "C", "C", "O", "C", "C", "C", "C", "C", "O", "N", "C", "C", "C", "N", "C", "C", "S", "C", "C", "C", "C", "H", "H", "H", "H", "H", "H", "H", "H", "H", "H", "H", "H", "H", "H", "H", "H", "H", "H", "H", "H", "H", "H", "H", "H", "H"],
  "coordinates": [[-2.37433, 3.65630, 4.38688], [-2.51436, 4.39233, 3.19459], [-1.56633, 5.42843, 3.07118], [-0.12135, 4.94964, 2.87848], [0.75846, 5.33209, 3.62834], [0.12523, 4.12610, 1.83851], [-0.83989, 3.59120, 0.90696], [-0.90133, 2.06722, 1.02770], [0.48836, 1.46112, 0.80181], [0.49504, 0.06516, 1.04345], [0.01659, -0.79971, 0.11058], [0.03710, -2.14618, 0.48396], [-0.38576, -3.12343, -0.38867], [-0.81807, -2.78554, -1.66821], [-1.25857, -3.87539, -2.59443], [-2.27153, -4.51804, -2.40185], [-0.44461, -4.09476, -3.66175], [-0.71662, -5.21241, -4.53658], [0.80679, -3.39081, -3.85117], [1.72122, -3.52997, -2.67866], [1.96374, -4.62902, -2.06370], [2.82040, -4.46104, -1.03169], [3.26486, -3.19129, -0.85042], [2.57565, -2.14309, -2.02430], [-0.87535, -1.44757, -2.02608], [-0.46448, -0.45768, -1.14919], [1.47602, 2.08931, 1.78670], [1.46464, 3.60918, 1.64208], [-1.38737, 3.18583, 4.45647], [-3.14606, 2.88932, 4.36725], [-2.51630, 4.29817, 5.26369], [-1.56872, 6.06578, 3.96619], [-1.87333, 6.02945, 2.21022], [-1.82540, 4.00857, 1.09749], [-0.52508, 3.86507, -0.10909], [-1.61831, 1.66872, 0.30909], [-1.24116, 1.79312, 2.02773], [0.82882, 1.66806, -0.22409], [0.39515, -2.39658, 1.47002], [-0.36800, -4.16162, -0.09388], [0.06609, -5.96807, -4.44547], [-1.66904, -5.64271, -4.23260], [-0.78380, -4.87639, -5.57325], [1.29175, -3.81920, -4.73392], [0.63556, -2.32589, -4.04243], [3.09282, -5.31393, -0.43784], [3.94488, -2.81395, -0.11486], [-1.25533, -1.16520, -2.99774], [-0.52241, 0.57085, -1.46857], [2.47846, 1.70295, 1.60217], [1.18463, 1.80863, 2.79964], [2.11055, 4.07434, 2.38833], [1.81008, 3.89254, 0.64089]],
  "forces_ev_per_angstrom": [[0.0048, -0.0543, 0.1252], [-0.0383, 0.0842, -0.2174], [-0.0551, 0.1331, 0.1365], [-0.3100, 0.2170, 0.1120], [0.0841, 0.1708, 0.2732], [0.2032, -0.1843, -0.2399], [-0.3453, -0.1580, -0.1064], [0.1928, -0.0309, -0.2507], [-0.0911, 0.4051, 0.2269], [0.0621, -0.1427, 0.0490], [-0.0940, -0.2694, -0.0989], [-0.0229, 0.1735, 0.0212], [-0.0372, 0.1187, -0.0638], [-0.2688, 0.2023, 0.1602], [0.0446, 0.1674, -0.0683], [-0.1854, -0.1377, 0.2178], [0.0468, -0.0389, -0.2381], [-0.2221, -0.1489, -0.0757], [-0.0806, 0.1580, -0.0925], [0.6582, 0.9492, 0.1081], [-0.5444, -0.6855, -0.4881], [0.3985, 0.3689, 0.3572], [-0.0294, 0.1830, -0.1874], [-0.1548, -0.8237, -0.0408], [-0.0397, -0.3335, 0.0363], [0.0787, 0.3243, 0.1973], [-0.1393, -0.0702, -0.3809], [0.2886, -0.0998, 0.2753], [-0.0050, -0.0346, 0.0196], [0.0531, -0.0197, 0.0745], [0.0070, -0.0271, -0.0097], [0.0812, -0.0899, -0.1665], [0.0464, -0.0216, 0.0709], [0.1116, -0.0027, -0.1018], [-0.0721, 0.0190, 0.0323], [-0.0350, -0.0172, -0.0028], [-0.0169, -0.0132, 0.0438], [-0.0279, -0.0361, 0.0797], [0.0486, -0.0366, 0.1205], [0.0195, -0.0979, 0.0411], [0.0157, -0.0028, -0.0193], [0.0934, -0.0096, -0.1035], [0.0125, -0.0511, -0.0184], [-0.0710, 0.0974, 0.0933], [0.0834, -0.1337, -0.0930], [0.1020, -0.1003, 0.1719], [0.1633, 0.0187, 0.2089], [-0.0116, 0.0287, -0.1128], [-0.0018, 0.1100, 0.0222], [0.0333, -0.0313, 0.0042], [-0.0024, -0.0036, 0.0597], [-0.0483, -0.0504, -0.1969], [0.0169, 0.0281, 0.0349]],
  "mulliken_charge": [-0.6426, -0.3465, -0.8974, 1.0763, -0.6715, 0.1073, -1.0672, -0.3467, 0.0220, -0.4160, 0.6928, -0.9006, -0.4908, 0.0741, 0.2008, -0.6638, 0.0856, -1.1876, -1.0268, 0.7619, -0.5097, -0.7195, -0.1569, -0.1142, -0.8318, 0.1582, -0.5645, -1.0538, 0.2711, 0.2256, 0.3062, 0.3970, 0.3391, 0.5218, 0.2805, 0.4966, 0.1466, 0.2009, 0.4337, 0.4869, 0.3634, 0.3932, 0.3323, 0.5113, 0.3205, 0.4301, 0.4952, 0.5513, 0.4457, 0.4181, 0.2558, 0.4556, 0.3503]
}

=====

# 2
{
  "formula": "C20H25N5O3S2",
  "method": "ωB97M-V with the def2-TZVPD basis set",
  "relative_energy_ev": 0.323,
  "e_homo_ev": -8.14,
  "smiles": "Cc1ccc(N2C[C@@H](C(=O)Nc3nnc(SCCN4CCOCC4)s3)CC2=O)cc1",
  "e_lumo_ev": 0.2,
  "gap_ev": 8.372,
  "symbols": ["C", "C", "C", "C", "C", "N", "C", "C", "C", "O", "N", "C", "N", "N", "C", "S", "C", "C", "N", "C", "C", "O", "C", "C", "S", "C", "C", "O", "C", "C", "H", "H", "H", "H", "H", "H", "H", "H", "H", "H", "H", "H", "H", "H", "H", "H", "H", "H", "H", "H", "H", "H", "H", "H", "H"],
  "coordinates": [[0.00919, -5.03089, 0.97928], [0.32217, -3.93171, 0.01019], [-0.56133, -3.61526, -1.01324], [-0.29783, -2.59304, -1.90369], [0.86861, -1.83735, -1.78997], [1.12231, -0.78171, -2.68237], [0.17916, -0.46956, -3.74300], [0.66339, 0.84740, -4.37453], [-0.21277, 2.06413, -4.12044], [-0.65346, 2.73072, -5.02577], [-0.42060, 2.47006, -2.82521], [-0.16882, 1.82357, -1.63499], [-0.75884, 0.75305, -1.24020], [-0.36579, 0.30728, -0.06314], [0.54259, 1.04134, 0.49655], [1.26431, 0.72926, 2.01962], [0.39673, -0.79931, 2.49381], [-1.07593, -0.53904, 2.79934], [-1.20725, 0.57928, 3.71066], [-1.13573, 0.23291, 5.12047], [-2.46423, -0.32527, 5.65007], [-3.52987, 0.56818, 5.40781], [-3.64892, 0.85749, 4.03049], [-2.34536, 1.45036, 3.48171], [1.00589, 2.44276, -0.45253], [2.06352, 1.05087, -3.79177], [2.16705, 0.08688, -2.62033], [3.05423, 0.11689, -1.79749], [1.76789, -2.16147, -0.77591], [1.49172, -3.19056, 0.10475], [0.86752, -5.25031, 1.60929], [-0.27757, -5.93787, 0.44990], [-0.82478, -4.74306, 1.61988], [-1.47597, -4.18087, -1.11903], [-1.01610, -2.39497, -2.68123], [-0.82748, -0.36141, -3.33099], [0.17844, -1.27632, -4.48416], [0.69711, 0.75460, -5.46253], [-0.87238, 3.37648, -2.76013], [0.50904, -1.51386, 1.67941], [0.93646, -1.14367, 3.37486], [-1.50773, -1.47546, 3.18415], [-1.57645, -0.29903, 1.85968], [-0.33561, -0.49104, 5.27856], [-0.89270, 1.14793, 5.66874], [-2.42311, -0.46183, 6.73176], [-2.68185, -1.29678, 5.17675], [-4.47083, 1.56946, 3.94151], [-3.90475, -0.06000, 3.47607], [-2.44033, 1.65148, 2.41344], [-2.14070, 2.39254, 4.00015], [2.25675, 2.07050, -3.45788], [2.84315, 0.79085, -4.50998], [2.68227, -1.60421, -0.66739], [2.21015, -3.41997, 0.87951]],
  "forces_ev_per_angstrom": [[-0.0514, 0.0307, -0.0213], [0.0166, 0.0062, 0.0092], [0.1033, 0.0010, 0.0845], [0.0435, 0.1233, -0.1129], [0.1096, -0.3205, 0.2083], [-0.2243, -0.1063, -0.1872], [-0.2675, -0.2186, -0.2077], [0.0695, 0.0157, -0.1655], [0.2115, -0.3557, -0.2292], [-0.0754, 0.1070, -0.2142], [-0.3619, 0.8579, 0.0017], [0.6665, 0.2166, 0.9695], [-0.7740, 0.5403, -1.3739], [0.2745, -0.6656, 1.1439], [0.3328, 0.6721, -0.2556], [0.4053, -0.1931, 0.3646], [-0.1681, 0.3536, -0.3034], [0.1139, 0.0246, 0.0227], [-0.1906, -0.0587, 0.0727], [-0.3030, -0.0318, 0.1022], [0.3385, -0.0790, 0.0184], [0.0036, 0.0852, 0.0928], [0.1315, 0.2181, -0.2889], [-0.3020, -0.1130, 0.1439], [-0.7147, -0.8332, -0.2204], [0.0690, -0.0444, 0.0327], [0.2970, 0.4081, -0.2204], [0.2267, -0.0186, 0.1100], [0.2414, 0.0590, 0.0391], [-0.1624, -0.1039, -0.1790], [0.0282, -0.0602, 0.0656], [-0.0147, -0.1036, 0.0393], [-0.0425, -0.0550, 0.0926], [-0.1069, -0.0577, -0.0282], [-0.0711, 0.0769, -0.0956], [0.1130, -0.1170, -0.0797], [-0.0647, 0.0827, 0.0475], [-0.0891, 0.0622, 0.2101], [-0.0041, -0.1850, -0.1097], [0.0185, -0.0549, 0.1152], [0.0763, -0.0416, 0.0010], [-0.0462, 0.0292, -0.0448], [-0.0012, -0.0963, 0.1461], [0.0594, -0.0085, 0.0714], [0.0369, -0.0772, 0.1072], [0.0354, -0.0786, -0.0478], [0.0098, 0.0607, 0.0640], [0.0059, -0.0569, -0.0813], [-0.0162, 0.0644, 0.0291], [0.0054, 0.0433, -0.0098], [-0.0943, 0.0467, -0.0565], [0.0500, -0.0636, 0.0375], [-0.0064, 0.0068, 0.0335], [-0.0100, 0.0299, -0.0236], [0.0696, -0.0237, 0.0805]],
  "mulliken_charge": [-1.5664, 1.3294, -1.1430, -0.2786, 0.7925, 0.2138, -1.3676, 0.1671, 0.0290, -0.6588, -0.0258, 0.2275, -0.9184, 0.2473, 0.6204, -0.2590, 0.1032, -1.1284, 0.3717, -0.8213, -0.4468, -0.4013, -0.4736, -0.7645, -0.2181, -0.8989, 0.3498, -0.6640, -0.2203, -1.3036, 0.3617, 0.4246, 0.2816, 0.4028, 0.3936, 0.5068, 0.6489, 0.5132, 0.3173, -0.4657, 0.6160, 0.3405, 0.5696, 0.3048, 0.3763, 0.3644, 0.2891, 0.3713, 0.3028, 0.3394, 0.3577, 0.3739, 0.3760, 0.5156, 0.2245]
}